Entry 1:
Density functional theory data (ωB97M-V/def2-TZVPD) for C23H16CoN5O5S as an isolated structure.

As for the energy above the lowest of the compared OMol25 structures with the same formula, charge and spin: 0.0 kcal/mol. Its total energy is -3316.972498 hartree. The frontier orbital gap (alpha / beta) comes out at 0.27263 / 0.18026 hartree. The expectation value of S² is 6.0474.

Structure (ORCA input):
```
! RIJCOSX wB97M-V def2-TZVPD def2/J DEFGRID3
* xyz 0 5
Co -1.58 2.24 0.05
O 0.15 3.00 0.63
C 1.16 2.25 0.87
C 2.47 2.75 0.54
C 3.57 1.97 0.67
C 3.45 0.66 1.20
C 2.21 0.17 1.60
C 1.05 0.90 1.42
C -0.21 0.30 1.82
N -1.33 0.76 1.40
N -2.49 0.15 1.78
C -3.51 0.81 1.26
O -3.40 1.85 0.50
C -4.87 0.31 1.57
C -5.97 0.96 1.01
C -7.25 0.50 1.28
C -7.44 -0.60 2.10
C -6.34 -1.24 2.66
C -5.06 -0.79 2.40
H 2.51 3.76 0.14
H 4.55 2.29 0.35
H 4.33 0.03 1.28
H 2.15 -0.83 2.02
H -0.20 -0.57 2.47
H -5.81 1.81 0.36
H -8.11 1.00 0.84
H -8.44 -0.95 2.31
H -6.49 -2.10 3.31
H -4.20 -1.28 2.83
O 7.27 -1.37 -1.16
S 6.04 -0.87 -0.60
O 5.83 0.56 -0.71
O 5.67 -1.41 0.70
C 4.71 -1.58 -1.61
N 4.88 -2.77 -2.19
C 3.83 -3.29 -2.81
C 2.59 -2.66 -2.86
C 2.53 -1.42 -2.25
N 3.58 -0.87 -1.64
C 1.32 -0.57 -2.18
C 1.46 0.80 -2.33
C 0.39 1.61 -2.02
N -0.77 1.13 -1.54
C -0.94 -0.20 -1.49
C 0.07 -1.08 -1.83
H 3.98 -4.25 -3.28
H 1.75 -3.10 -3.37
H 2.41 1.22 -2.61
H 0.48 2.69 -2.07
H -1.89 -0.55 -1.11
H -0.09 -2.15 -1.71
*
```



Entry 2:
Density functional theory data (ωB97M-V/def2-TZVPD) for an isolated ion of composition C6H13N4 and charge +1.

As for the energy above the lowest of the compared OMol25 structures with the same formula, charge and spin: 14.6 kcal/mol. Its total energy is -455.187172 hartree. Its SMILES is CC[C@]1(N)NC=CC(=[NH2+])N1. The frontier orbital gap comes out at 0.35418 hartree.

Structure (ORCA input):
```
! RIJCOSX wB97M-V def2-TZVPD def2/J DEFGRID3
* xyz 1 1
C 1.74 0.58 -1.24
C 2.02 -0.32 -0.25
C 0.41 1.03 -1.37
C -0.33 -0.98 0.12
C -0.94 0.63 2.16
C -1.23 -0.73 1.40
N 1.05 -0.94 0.45
N -0.57 0.36 -0.84
N 0.23 2.16 -2.03
N -0.59 -2.15 -0.53
H 2.43 0.75 -2.00
H 3.07 -0.41 0.10
H -1.25 0.55 3.16
H -1.45 1.48 1.69
H 0.19 0.76 2.23
H -2.28 -0.84 1.15
H -1.13 -1.59 2.11
H 1.15 -1.73 1.18
H -1.58 0.81 -0.75
H 1.00 2.67 -2.50
H -0.72 2.62 -1.89
H 0.22 -2.29 -1.16
H -1.43 -2.42 -1.20
*
```



Entry 3:
Density functional theory data (ωB97M-V/def2-TZVPD) for a 3-piece molecular cluster, C40H59BrClN2O10P overall.

Its total energy is -5796.468764 hartree. Its SMILES is [H]/N=C(\C)C[C@@](C#C)(O[C@@H](C)[C@H](Br)CC)[C@@](O[C@@](C=C)(N=C=O)c1ccccc1)(c1ccccc1)P(O)Cl.COCCOCCOC.COCCOCCOC. The frontier orbital gap comes out at 0.29640 hartree.

Structure (ORCA input):
```
! RIJCOSX wB97M-V def2-TZVPD def2/J DEFGRID3
* xyz 0 1
C 1.69 1.17 2.85
C 0.93 0.52 2.13
C -0.28 -0.16 1.34
C 0.33 -0.85 0.05
C 0.48 -2.37 -0.18
C 1.86 -2.83 -0.91
N -0.32 -3.35 0.04
O -1.18 0.83 0.90
C -0.87 2.11 0.43
C -0.54 3.29 1.48
C 0.06 2.29 -0.88
Br 2.00 2.40 -0.54
C -0.33 3.71 -1.58
C 0.62 4.93 -1.21
C -1.02 -1.09 2.41
O -0.42 -2.31 2.78
C 0.77 -2.46 3.47
C 2.12 -2.51 2.57
C 3.25 -1.74 2.81
N 1.15 -1.50 4.55
C 1.28 -2.00 5.68
O 1.64 -2.54 6.67
C 0.73 -3.97 4.06
C 1.95 -4.83 4.23
C 1.88 -6.26 4.75
C 0.59 -6.91 5.16
C -0.66 -6.05 5.00
C -0.58 -4.66 4.45
C -1.71 -0.40 3.65
C -2.39 0.95 3.68
C -3.07 1.54 4.89
C -3.12 0.80 6.20
C -2.50 -0.57 6.20
C -1.84 -1.13 4.99
P -2.61 -1.69 1.43
O -3.78 -0.49 1.37
Cl -3.53 -3.28 2.51
H 2.19 2.03 3.37
H 1.36 -0.37 -0.10
H -0.26 -0.47 -0.86
H 2.19 -3.86 -0.54
H 1.71 -2.94 -2.03
H 2.72 -2.13 -0.66
H 0.09 -4.25 -0.26
H -1.88 2.50 0.00
H -0.84 4.30 1.03
H -1.10 3.20 2.45
H 0.56 3.37 1.72
H -0.13 1.53 -1.69
H -1.42 3.99 -1.43
H -0.20 3.55 -2.71
H 0.86 5.04 -0.11
H 0.05 5.88 -1.50
H 1.58 4.98 -1.82
H 2.16 -3.27 1.75
H 3.74 -1.18 1.95
H 3.69 -1.53 3.84
H 2.99 -4.47 4.00
H 2.84 -6.87 4.82
H 0.56 -7.96 5.56
H -1.67 -6.47 5.29
H -1.56 -4.11 4.35
H -2.45 1.57 2.76
H -3.56 2.56 4.82
H -3.60 1.24 7.12
H -2.53 -1.15 7.17
H -1.40 -2.16 5.10
H -4.25 -0.63 0.51
C -8.52 -2.36 -3.85
O -7.41 -1.55 -4.15
C -7.54 -0.83 -5.37
C -7.00 0.59 -5.23
O -7.80 1.46 -4.43
C -7.84 1.20 -3.03
C -6.53 1.45 -2.29
O -5.58 0.43 -2.59
C -4.27 0.92 -2.75
H -8.48 -3.28 -4.44
H -8.48 -2.62 -2.79
H -9.46 -1.84 -4.04
H -8.58 -0.78 -5.70
H -6.96 -1.36 -6.13
H -7.00 1.04 -6.23
H -5.96 0.60 -4.90
H -8.23 0.20 -2.83
H -8.58 1.90 -2.63
H -6.71 1.42 -1.21
H -6.15 2.44 -2.56
H -4.25 1.79 -3.41
H -3.66 0.14 -3.21
H -3.84 1.18 -1.77
C 9.59 3.67 -2.79
O 8.22 3.41 -2.55
C 7.36 3.90 -3.58
C 6.24 2.92 -3.88
O 6.65 1.72 -4.54
C 7.44 0.80 -3.80
C 6.71 0.11 -2.65
O 6.50 1.01 -1.57
C 5.24 0.86 -0.96
H 9.82 4.71 -2.55
H 10.17 3.01 -2.14
H 9.86 3.45 -3.83
H 7.92 4.10 -4.50
H 6.93 4.84 -3.23
H 5.55 3.41 -4.57
H 5.66 2.68 -2.98
H 8.37 1.26 -3.47
H 7.73 0.02 -4.52
H 7.33 -0.72 -2.28
H 5.76 -0.30 -3.02
H 4.44 0.83 -1.71
H 5.07 1.73 -0.32
H 5.22 -0.04 -0.34
*
```



Entry 4:
Density functional theory data (ωB97M-V/def2-TZVPD) for C4H9NOS as an isolated structure.

As for the energy above the lowest of the compared OMol25 structures with the same formula, charge and spin: 54.0 kcal/mol. Its total energy is -685.932900 hartree. The frontier orbital gap comes out at 0.33588 hartree.

Structure (ORCA input):
```
! RIJCOSX wB97M-V def2-TZVPD def2/J DEFGRID3
* xyz 0 1
C -0.75 2.22 1.50
C 0.31 -0.79 -0.43
C 0.15 -2.02 0.42
C 1.10 0.16 -2.49
H -1.22 2.56 2.48
H -1.38 2.80 0.76
H 0.27 2.62 1.48
H 0.53 -3.01 -0.06
H -0.90 -2.17 0.63
H 0.74 -1.97 1.39
H 0.08 0.46 -2.95
H 1.77 -0.20 -3.28
H 1.43 0.98 -1.73
N -0.09 0.41 -0.19
O 0.80 -1.04 -1.72
S -0.75 0.38 1.40
*
```